Entry from the OMol25 dataset: 2 unconnected molecules or ions with the total composition C5H13O2 (ωB97M-V/def2-TZVPD).

Calculated values
Spin multiplicity: 1
Net charge: -1
Relative energy (zero: lowest compared OMol25 entry of this formula, charge and spin): 217.0 kJ/mol
Maximum force: 0.04878 Eh/bohr
HOMO: -0.07447 Ha
Frontier orbital gap: 4.82 eV

Atoms and positions in Å:
C: -0.781 -1.293 2.018
O: -0.517 -2.420 2.679
C: -0.039 -1.424 0.518
C: 0.855 -0.246 0.225
C: 1.102 0.138 -1.252
C: 1.521 -1.104 -2.106
H: -1.897 -1.108 1.969
H: -0.316 -0.369 2.419
H: -0.741 -1.608 -0.309
H: 0.404 -2.396 0.738
H: 1.825 -0.132 0.720
H: 0.459 0.700 0.667
H: 1.988 0.760 -1.248
H: 0.199 0.530 -1.732
H: 2.559 -1.175 -2.419
H: 0.949 -1.015 -3.010
H: 1.295 -2.101 -1.680
H: -3.652 5.132 0.848
H: -2.376 4.488 0.056
O: -2.837 4.642 0.900

Cartesian forces (eV/Å) of the 2 atoms listed first:
C 0.53 -1.16 -1.10
O -0.12 -0.01 0.65

Mulliken population analysis, charges in e, atoms 1 to 4: -0.38 -0.91 -0.44 -0.69

Entry from the OMol25 dataset: a molecular structure, C25H33N4O6PS3W (ωB97M-V/def2-TZVPD).

Calculated values
Spin multiplicity: 1
Net charge: +2
Relative energy (zero: lowest compared OMol25 entry of this formula, charge and spin): 39.6 kJ/mol
Maximum force: 0.01021 Eh/bohr
HOMO: -0.47081 Ha
Frontier orbital gap: 6.32 eV

Atoms and positions in Å:
W: 1.134 0.594 -0.964
N: -5.769 -2.706 2.518
C: -4.908 -2.122 1.650
C: -4.248 -0.926 1.994
C: -3.366 -0.339 1.120
C: -3.133 -0.942 -0.120
C: -3.777 -2.128 -0.483
C: -4.646 -2.715 0.398
S: -2.158 -0.148 -1.278
O: -1.999 1.256 -0.943
O: -2.546 -0.498 -2.608
N: -0.555 -0.663 -1.121
C: -0.031 -1.761 -0.550
N: -0.616 -2.920 -0.308
C: 0.158 -3.842 0.251
C: 1.509 -3.634 0.560
C: 2.036 -2.401 0.282
N: 1.261 -1.453 -0.262
H: -6.083 -2.201 3.328
H: -6.347 -3.471 2.216
H: -4.451 -0.458 2.948
H: -2.877 0.590 1.380
H: -3.601 -2.566 -1.456
H: -5.157 -3.628 0.123
H: -0.313 -4.796 0.457
H: 2.112 -4.412 1.000
H: 3.068 -2.150 0.498
C: 6.065 1.968 -0.278
O: 4.910 2.573 -0.922
C: 3.792 1.947 -0.971
S: 2.440 2.656 -1.672
S: 3.511 0.394 -0.293
H: 6.849 2.713 -0.343
H: 6.349 1.065 -0.814
H: 5.830 1.747 0.761
C: 0.944 0.438 -6.468
O: 1.218 0.717 -5.065
P: 0.473 -0.090 -3.915
O: 1.783 -0.478 -2.923
C: 2.983 -1.064 -3.485
O: 0.222 1.234 -2.863
C: -0.686 2.294 -3.305
H: 1.290 1.306 -7.018
H: -0.122 0.294 -6.627
H: 1.496 -0.445 -6.781
H: 2.819 -2.126 -3.659
H: 3.779 -0.925 -2.761
H: 3.235 -0.554 -4.411
H: -0.603 3.106 -2.590
H: -1.705 1.915 -3.326
H: -0.353 2.624 -4.285
C: 2.124 1.820 2.668
C: 0.718 1.864 2.040
C: 0.269 3.328 1.914
C: 0.773 1.307 0.669
C: -0.245 0.999 2.862
C: -0.031 -0.379 2.926
C: -0.820 -1.185 3.729
C: -1.836 -0.620 4.490
C: -2.062 0.745 4.425
C: -1.276 1.553 3.609
H: 2.823 2.438 2.102
H: 2.511 0.803 2.724
H: 2.059 2.212 3.683
H: 0.948 3.874 1.257
H: 0.295 3.810 2.891
H: -0.743 3.405 1.514
H: -0.121 1.654 -0.004
H: 0.786 -0.820 2.368
H: -0.635 -2.250 3.777
H: -2.441 -1.242 5.135
H: -2.845 1.195 5.021
H: -1.469 2.617 3.583

Cartesian forces (eV/Å) of the 2 atoms listed first:
W 0.27 -0.35 -0.28
N 0.00 0.03 0.00

Mulliken population analysis, charges in e, atoms 1 to 4: 1.18 -0.45 1.06 -0.94

Entry from the OMol25 dataset: 19 unconnected molecules or ions with the total composition C27H91N37O19 (ωB97M-V/def2-TZVPD).

Calculated values
Spin multiplicity: 1
Relative energy (zero: lowest compared OMol25 entry of this formula, charge and spin): 50.9 kJ/mol
Maximum force: 0.07821 Eh/bohr
HOMO: -0.34144 Ha
Frontier orbital gap: 9.60 eV

Atoms and positions in Å:
C: 1.044 -2.504 -1.152
C: 2.091 -3.604 -1.073
C: 3.376 -2.921 -1.586
C: 4.677 -3.743 -1.281
C: 4.715 -4.004 0.215
C: 3.474 -4.712 0.763
N: 2.336 -3.877 0.355
O: 1.035 -4.448 0.749
C: 3.351 -6.135 0.455
C: 3.589 -4.604 2.293
C: 1.547 -4.846 -1.904
H: 1.258 -1.740 -0.349
H: 0.052 -2.945 -1.045
H: 1.081 -2.008 -2.122
H: 3.190 -2.757 -2.664
H: 3.467 -2.025 -0.938
H: 5.658 -3.273 -1.537
H: 4.603 -4.709 -1.717
H: 4.868 -3.157 0.874
H: 5.551 -4.710 0.350
H: 2.401 -6.556 0.658
H: 3.645 -6.336 -0.569
H: 4.103 -6.654 1.090
H: 2.942 -5.347 2.767
H: 4.590 -4.836 2.654
H: 3.382 -3.571 2.536
H: 2.186 -5.164 -2.697
H: 0.702 -4.523 -2.458
H: 1.211 -5.660 -1.248
H: 0.586 -3.802 1.286
C: 2.601 1.951 -2.942
O: 2.029 2.761 -2.297
N: 3.110 0.793 -2.447
N: 2.760 2.099 -4.293
H: 3.298 0.108 -3.172
H: 2.693 0.499 -1.572
H: 2.587 1.264 -4.866
H: 2.794 2.997 -4.673
C: 0.574 5.661 -5.497
O: 0.317 5.202 -6.604
N: 0.784 7.026 -5.445
N: 0.715 4.982 -4.298
H: 1.259 7.441 -4.673
H: 0.582 7.498 -6.260
H: 1.367 5.317 -3.571
H: 0.925 4.003 -4.386
C: -1.020 -2.059 -3.971
O: -0.809 -3.013 -4.703
N: -1.919 -2.224 -3.002
N: -0.496 -0.795 -4.131
H: -2.156 -3.183 -2.820
H: -1.815 -1.564 -2.232
H: -0.734 -0.154 -3.445
H: 0.505 -0.814 -4.438
C: -2.631 -5.391 0.957
O: -3.888 -5.441 1.019
N: -1.916 -4.632 0.055
N: -1.899 -6.241 1.694
H: -0.977 -4.833 -0.228
H: -2.513 -3.987 -0.522
H: -1.013 -5.946 1.986
H: -2.592 -6.531 2.389
C: 3.673 0.502 1.397
O: 3.650 1.708 1.240
N: 2.559 -0.300 1.115
N: 4.912 -0.129 1.784
H: 1.717 0.217 1.118
H: 2.406 -1.254 1.259
H: 4.862 -1.131 1.763
H: 5.792 0.221 1.363
C: 2.555 -1.824 -5.913
O: 2.495 -0.953 -5.021
N: 3.554 -1.833 -6.789
N: 1.715 -2.874 -6.034
H: 3.701 -2.471 -7.569
H: 4.124 -1.018 -6.749
H: 1.864 -3.353 -6.883
H: 0.798 -2.917 -5.598
C: -4.461 -1.918 -0.369
O: -3.314 -1.773 0.082
N: -5.195 -0.880 -0.826
N: -5.051 -3.152 -0.434
H: -6.128 -0.828 -1.160
H: -4.653 -0.009 -0.722
H: -4.736 -3.922 0.097
H: -5.829 -3.145 -1.065
C: -3.376 2.808 3.466
O: -3.129 2.455 4.638
N: -3.913 4.028 3.216
N: -3.027 2.101 2.393
H: -4.011 4.623 3.975
H: -3.956 4.342 2.267
H: -2.897 1.108 2.587
H: -3.378 2.274 1.423
C: 2.407 -3.063 5.806
O: 2.188 -1.988 6.355
N: 3.255 -3.948 6.335
N: 1.800 -3.410 4.658
H: 3.399 -3.791 7.320
H: 3.287 -4.863 5.982
H: 1.349 -2.761 4.014
H: 2.190 -4.240 4.187
C: 0.636 4.600 3.345
O: 0.663 5.695 2.694
N: 1.749 3.797 3.496
N: -0.516 4.244 4.015
H: 2.573 4.076 3.068
H: 1.499 2.827 3.579
H: -1.187 4.957 3.809
H: -0.907 3.295 4.023
C: -4.008 1.984 -1.735
O: -3.771 1.701 -0.588
N: -4.701 3.200 -1.996
N: -3.743 1.246 -2.854
H: -4.709 3.592 -2.943
H: -4.597 3.799 -1.221
H: -3.763 1.789 -3.738
H: -3.166 0.413 -2.845
C: -2.890 3.999 -5.675
O: -3.660 3.613 -4.851
N: -2.959 5.243 -6.234
N: -1.887 3.169 -6.195
H: -3.434 5.962 -5.716
H: -2.107 5.625 -6.627
H: -1.758 2.251 -5.831
H: -1.015 3.596 -6.551
C: -2.847 5.637 -0.146
O: -3.958 5.150 0.154
N: -2.489 5.862 -1.436
N: -1.802 5.762 0.738
H: -2.921 5.373 -2.195
H: -1.542 6.100 -1.551
H: -1.188 6.558 0.768
H: -2.173 5.623 1.668
C: 0.593 0.635 4.091
O: 0.144 1.106 3.052
N: 1.717 -0.137 4.153
N: 0.010 0.975 5.353
H: 2.113 -0.424 5.035
H: 2.127 -0.683 3.352
H: -0.786 1.645 5.278
H: 0.514 0.835 6.183
C: -1.162 -2.640 3.446
O: -0.023 -2.536 2.947
N: -2.344 -2.453 2.813
N: -1.190 -2.831 4.787
H: -2.406 -2.201 1.848
H: -3.180 -2.304 3.334
H: -0.307 -3.170 5.113
H: -2.056 -3.053 5.351
C: 2.045 5.897 -0.772
O: 2.677 6.182 -1.773
N: 2.226 6.509 0.445
N: 0.930 5.101 -0.870
H: 2.992 7.143 0.448
H: 1.677 6.278 1.238
H: 1.037 4.227 -1.382
H: 0.535 5.017 0.032
C: -3.703 -1.281 5.939
O: -3.653 -2.434 6.282
N: -2.721 -0.425 6.320
N: -4.682 -0.775 5.157
H: -2.553 0.505 5.949
H: -1.888 -0.964 6.644
H: -5.512 -1.365 5.207
H: -4.891 0.196 5.053
C: -0.593 0.680 -0.349
O: -0.841 0.273 -1.499
N: 0.169 1.778 -0.188
N: -1.195 0.064 0.693
H: 0.396 2.054 0.733
H: 0.714 1.902 -1.082
H: -0.824 0.258 1.615
H: -1.959 -0.587 0.565

Cartesian forces (eV/Å) of the 2 atoms listed first:
C -0.12 0.47 0.88
C 0.73 -0.27 -0.55

Mulliken population analysis, charges in e, atoms 1 to 4: 1.19 1.70 -0.57 -1.04

Entry from the OMol25 dataset: a molecular structure, C14H18AuCl2N2S (ωB97M-V/def2-TZVPD).

Calculated values
Spin multiplicity: 3
Net charge: -1
Relative energy (zero: lowest compared OMol25 entry of this formula, charge and spin): 0.0 kJ/mol
Maximum force: 0.11011 Eh/bohr
HOMO (spin up / spin down): -0.07862 / -0.17967 Ha
Frontier orbital gap (spin up / spin down): 4.67 / 7.42 eV

Atoms and positions in Å:
Au: -0.821 -0.264 -0.315
Cl: -0.654 0.986 -2.403
Cl: -1.121 -1.277 1.839
C: -1.287 -1.917 -1.177
H: -1.700 -2.639 -0.479
H: -1.780 -1.795 -2.137
C: 1.225 -1.874 -0.482
C: 0.310 -2.310 -1.426
H: 0.960 -1.978 0.577
C: 0.726 -2.025 -2.893
H: 0.273 -3.412 -1.342
C: 2.155 -2.538 -3.087
H: 0.011 -2.500 -3.578
H: 0.667 -0.939 -3.057
C: 3.092 -1.671 -2.257
H: 2.215 -3.582 -2.755
H: 2.418 -2.524 -4.151
C: 2.634 -1.552 -0.771
H: 4.115 -2.058 -2.305
H: 3.110 -0.668 -2.700
H: 3.273 -2.226 -0.173
H: 2.866 -0.533 -0.421
N: 0.957 2.543 -0.426
C: 0.144 2.520 0.642
N: -0.805 1.610 0.860
C: -1.607 1.940 1.959
C: -2.763 1.299 2.424
C: -3.366 1.729 3.604
C: -2.858 2.824 4.319
C: -1.707 3.481 3.866
C: -1.113 3.054 2.678
S: 0.284 3.751 1.874
H: 1.575 3.346 -0.497
H: 0.587 2.087 -1.293
H: -3.154 0.445 1.872
H: -4.248 1.199 3.975
H: -3.356 3.157 5.229
H: -1.256 4.308 4.406

Cartesian forces (eV/Å) of the 2 atoms listed first:
Au -1.54 3.24 1.67
Cl -0.04 0.91 -1.33

Mulliken population analysis, charges in e, atoms 1 to 4: 0.46 -0.75 -0.63 -1.33